No. 1
{"formula": "C4H4S2", "method": "ωB97M-V with the def2-TZVPD basis set", "elements": ["S", "S", "C", "C", "C", "C", "H", "H", "H", "H"], "xyz": [[0.70915, -1.24152, -0.02695], [-2.02358, -0.37273, 0.00034], [-0.45483, 0.05204, 0.04420], [-0.04161, 1.43941, 0.01776], [0.38043, 2.57382, -0.01139], [2.25660, -0.30748, 0.02306], [0.65815, 3.61892, -0.12186], [2.20760, 0.34894, 0.92812], [2.27397, 0.32500, -0.89538], [3.04753, -1.01149, 0.07309]], "mulliken_charge": [0.004, -0.228, -0.050, -0.543, 0.337, -0.821, 0.405, 0.282, 0.283, 0.331], "spin_multiplicity": 1, "orbital_gap_ev": 8.01, "de_lowest_kj_mol": 195.6, "energy_ev": -25880.69478, "molar_mass_g_mol": 116.21, "smiles": "C#CC(=S)SC"}

---

No. 2
{"formula": "C4H4S2", "method": "ωB97M-V with the def2-TZVPD basis set", "elements": ["S", "S", "C", "C", "C", "C", "H", "H", "H", "H"], "xyz": [[0.20305, -1.61562, -0.16696], [2.90218, -1.17668, 0.02460], [1.44600, -0.39684, -0.14892], [-1.50996, -0.84228, 0.06370], [1.24117, 0.92088, -0.14287], [0.89400, 2.08917, -0.07911], [-2.28663, -1.55217, -0.41163], [-1.94851, -0.76443, 1.27402], [-1.43612, 0.20557, -0.52784], [0.49480, 3.13241, 0.11501]], "mulliken_charge": [-0.024, -0.237, -0.015, -0.733, -0.200, 0.076, 0.288, 0.249, 0.238, 0.357], "spin_multiplicity": 1, "orbital_gap_ev": 7.49, "de_lowest_kj_mol": 325.6, "energy_ev": -25879.34694, "molar_mass_g_mol": 116.21}

---

No. 3
{"formula": "C4H5", "method": "ωB97M-V with the def2-TZVPD basis set", "elements": ["C", "C", "C", "C", "H", "H", "H", "H", "H"], "xyz": [[-0.24786, -0.45433, 0.68468], [-0.57978, -1.06076, -0.50703], [0.05453, 1.07863, 0.03108], [0.30708, -0.01702, -0.89944], [-0.67733, -0.57433, 1.68205], [-0.85722, 1.65666, -0.13635], [0.90522, 1.62576, 0.44351], [1.24341, -0.20586, -1.43337], [-0.14804, -2.04873, 0.13487]], "mulliken_charge": [-0.095, -0.266, -0.451, 0.126, 0.444, 0.317, 0.290, 0.305, 0.330], "spin_multiplicity": 1, "charge": 1, "orbital_gap_ev": 10.57, "de_lowest_kj_mol": 249.4, "energy_ev": -4215.19814, "molar_mass_g_mol": 53.08}

---

No. 4
{"formula": "C4H51N2O23S2", "method": "ωB97M-V with the def2-TZVPD basis set", "elements": ["S", "S", "O", "O", "O", "O", "O", "O", "O", "O", "O", "O", "O", "O", "O", "O", "O", "O", "O", "O", "O", "O", "O", "O", "O", "N", "N", "C", "C", "C", "C", "H", "H", "H", "H", "H", "H", "H", "H", "H", "H", "H", "H", "H", "H", "H", "H", "H", "H", "H", "H", "H", "H", "H", "H", "H", "H", "H", "H", "H", "H", "H", "H", "H", "H", "H", "H", "H", "H", "H", "H", "H", "H", "H", "H", "H", "H", "H", "H", "H", "H", "H"], "xyz": [[-1.80434, 2.40194, -0.25961], [1.20989, -0.63889, -0.03938], [-2.49798, -0.15262, 0.19161], [-0.93452, -3.01058, 1.98614], [-2.16382, -7.25105, 0.87883], [0.57235, 7.40874, 0.65265], [6.02623, -3.94668, 0.78891], [6.56139, 6.14564, 2.77071], [-6.00596, -1.92907, -2.76232], [7.04878, -1.94823, -4.11950], [-3.03152, -2.82655, -3.72070], [-1.49846, -3.04339, -1.46300], [2.88050, -3.00536, 1.69884], [-7.07971, -0.86567, 1.49395], [2.75009, 5.37860, -0.22371], [-6.67496, 2.07415, 1.11611], [1.99486, 2.23322, 2.90599], [-2.51697, 2.10880, 2.96000], [4.60108, 3.92137, 1.84123], [4.54637, -0.88816, -2.02601], [7.06787, -0.58939, 0.12613], [3.67982, 2.50686, -0.28478], [-3.97141, -7.98102, -1.60845], [-3.48635, -5.64242, -3.30378], [-1.95679, 9.05282, 0.68230], [-4.62168, -0.31286, -0.23669], [-4.28671, 0.99111, -0.50128], [-2.98398, 1.05780, -0.22218], [-0.36525, 1.68323, 0.67476], [0.61238, 1.09091, -0.41744], [-3.58506, -1.00440, 0.17954], [1.68083, 2.64943, 3.71815], [1.10645, 8.02016, 1.17151], [4.89584, -1.20511, -1.18264], [2.11062, 1.30711, 3.14962], [-4.55020, -8.56322, -1.10205], [1.99498, -3.13342, 2.06420], [-2.05285, -2.28357, -1.66735], [5.12608, -3.62146, 0.90021], [-2.93921, -3.29341, -4.56119], [0.15061, -1.53134, -0.07842], [1.95062, -0.96930, -1.16461], [-0.33643, 7.70323, 0.80526], [-1.63981, -8.04701, 0.73697], [1.99779, 5.97849, -0.33799], [-6.20245, -0.76706, 1.10107], [-0.70119, 0.94469, 1.44022], [0.10213, 2.52340, 1.24824], [-2.53602, 9.39402, -0.00815], [-3.47480, -2.05226, 0.50313], [-1.46749, -2.22874, 1.80432], [4.27036, 4.80782, 2.03821], [-5.89713, 1.85642, 0.58673], [3.35234, 3.39363, -0.08371], [-4.40032, -7.91558, -2.47083], [5.95130, -4.61843, 0.10045], [-7.43690, -1.66072, 1.08355], [-5.48780, -1.29179, -2.25601], [4.03034, 2.19533, 0.55665], [4.22501, 0.00106, -1.82740], [6.24955, -1.73164, -3.62574], [1.49384, 1.79522, -0.52323], [2.82461, 4.93462, -1.07720], [7.44248, 6.22123, 2.38802], [7.84223, -0.80984, -0.40445], [-2.59086, 1.43169, 2.28159], [6.18848, 5.36320, 2.34613], [-6.93957, 1.23297, 1.51181], [4.95221, 3.60797, 2.68426], [-3.80432, -2.25923, -3.85203], [0.11077, 1.02048, -1.41436], [-3.84925, -4.76486, -3.12725], [7.52660, -1.11329, -4.17103], [3.24315, -3.89843, 1.65675], [-1.69855, -3.66913, -2.17031], [-3.12543, -5.92283, -2.45338], [-6.91938, -1.65904, -2.61335], [-2.20929, 9.55056, 1.46843], [-3.42183, 2.42873, 3.06932], [-2.86669, -7.31333, 0.22041], [6.80149, -1.43551, 0.51001], [-1.15908, -3.62077, 1.26860]], "mulliken_charge": [-0.008, 0.009, -0.003, -0.617, -0.644, -0.630, -0.599, -0.601, -0.655, -0.634, -0.587, -0.570, -0.598, -0.682, -0.643, -0.679, -0.555, -0.622, -0.692, -0.617, -0.644, -0.523, -0.630, -0.646, -0.611, -0.330, -0.769, 0.232, -0.498, -0.327, 0.159, 0.290, 0.289, 0.324, 0.285, 0.302, 0.295, 0.344, 0.281, 0.281, 0.275, 0.261, 0.332, 0.316, 0.309, 0.379, 0.287, 0.425, 0.305, 0.386, 0.294, 0.297, 0.365, 0.215, 0.310, 0.332, 0.303, 0.369, 0.315, 0.308, 0.308, 0.243, 0.307, 0.324, 0.321, 0.301, 0.354, 0.358, 0.294, 0.286, 0.517, 0.350, 0.315, 0.304, 0.268, 0.323, 0.292, 0.307, 0.348, 0.349, 0.326, 0.347], "spin_multiplicity": 1, "charge": 1, "orbital_gap_ev": 9.49, "energy_ev": -76710.55487, "molar_mass_g_mol": 559.58}

---

No. 5
{"formula": "C4H52Cl2NO26P", "method": "ωB97M-V with the def2-TZVPD basis set", "elements": ["Cl", "Cl", "P", "O", "O", "O", "O", "O", "O", "O", "O", "O", "O", "O", "O", "O", "O", "O", "O", "O", "O", "O", "O", "O", "O", "O", "O", "O", "O", "N", "C", "C", "C", "C", "H", "H", "H", "H", "H", "H", "H", "H", "H", "H", "H", "H", "H", "H", "H", "H", "H", "H", "H", "H", "H", "H", "H", "H", "H", "H", "H", "H", "H", "H", "H", "H", "H", "H", "H", "H", "H", "H", "H", "H", "H", "H", "H", "H", "H", "H", "H", "H", "H", "H", "H", "H"], "xyz": [[3.19547, 2.41165, -0.29671], [2.48216, -1.76871, -1.11119], [-1.41960, -0.56572, 0.17664], [-1.51893, -1.12477, 8.97497], [2.99920, -3.42169, -8.23378], [0.70136, -3.70864, -6.13310], [-0.19259, -0.73385, -3.69797], [-2.24001, 2.03766, 4.29419], [4.29654, -2.46608, 2.05207], [-1.20335, 1.03475, -0.16518], [-0.06651, 7.80719, -2.74276], [-4.40944, -2.04334, 0.76837], [-1.75902, -1.43024, 3.22202], [1.30694, -4.70626, -0.19906], [-4.18715, 0.56212, 6.79816], [-1.14926, 5.71407, -4.62402], [2.93612, 0.28424, -3.72410], [0.49295, 2.06724, 0.82498], [-1.77966, -2.45215, 6.12092], [-4.18861, -0.28812, 3.93276], [-3.31418, 5.65674, -6.46864], [1.52682, -1.03121, -6.38763], [0.65507, -0.96700, 6.66623], [-0.09111, 2.46433, -3.89125], [-1.63265, -1.35261, -1.05842], [1.03561, 5.43036, -0.78296], [5.78190, -3.96581, 4.28160], [1.36093, 3.96129, 2.90445], [-4.71272, -4.96173, -0.19024], [0.99960, 0.96195, -1.11967], [2.38557, 0.91152, -0.72540], [0.16525, 1.39375, -0.08420], [3.14501, -0.17301, -0.68232], [4.61356, -0.17801, -0.29515], [-1.91929, -2.45441, 5.16332], [1.61966, -1.82257, -6.94196], [4.83370, 0.46232, 0.56467], [1.75098, 5.68165, -0.18782], [-0.32082, -0.72165, -4.65301], [0.00159, -1.55372, 6.25993], [2.60430, -0.29019, -4.42400], [-0.30726, -1.13172, 0.85076], [3.69289, -3.07770, 1.61556], [-3.66624, 6.28391, -7.10959], [-5.19633, -1.97239, 0.21797], [-0.62114, 7.13668, -3.16510], [-0.85032, -1.53003, 3.53416], [-1.86395, 2.11106, 3.40940], [-4.32949, -0.29042, 2.97660], [1.21599, -0.35463, -6.99885], [1.48456, -3.76480, -0.30519], [0.60696, 7.28981, -2.28756], [6.66943, -4.33467, 4.21289], [0.43702, -4.82694, -0.59568], [-3.65808, 0.73111, 6.00775], [4.94277, -3.04119, 2.48333], [5.59046, -3.98566, 5.22515], [-0.23347, -3.82626, -5.93415], [-2.08934, 5.58742, -4.81499], [-5.15141, -5.28896, 0.60303], [-3.19238, 2.02861, 4.14460], [3.76006, -3.24907, -7.66793], [0.93663, 3.64426, 3.70886], [-3.13658, 4.86310, -6.98631], [-2.66499, -2.32289, 6.48397], [-2.17691, -0.86227, 3.88756], [-1.08407, -0.64740, -3.33605], [0.38906, 2.49795, -3.05665], [2.50212, -0.05896, -2.93488], [0.65300, 0.07603, -1.50276], [0.95722, -2.93758, -5.61129], [-1.07616, -0.29311, 8.77486], [5.17723, 0.18910, -1.17430], [1.28435, -1.56543, 7.08189], [4.94398, -1.20644, -0.11401], [-3.93617, -2.80127, 0.40013], [0.79922, 4.54060, -0.49976], [-1.72905, -1.48475, 8.10623], [2.70046, -4.29843, -7.96625], [0.00253, 3.35463, -4.25218], [-5.05439, -5.52068, -0.89643], [-2.53765, -0.75672, 1.01094], [-4.17338, 1.39994, 7.27338], [1.01646, 3.38570, 2.20961], [-5.07236, -0.16184, 4.29938], [-0.74675, 5.81091, -5.49286]], "mulliken_charge": [-0.182, -0.218, 1.042, -0.610, -0.652, -0.624, -0.477, -0.602, -0.627, -0.352, -0.639, -0.543, -0.668, -0.595, -0.640, -0.656, -0.611, -0.622, -0.635, -0.566, -0.636, -0.567, -0.621, -0.569, -0.623, -0.597, -0.593, -0.642, -0.611, 0.633, 0.092, 0.086, 0.580, -1.521, 0.296, 0.348, 0.381, 0.302, 0.239, 0.324, 0.229, 0.038, 0.305, 0.311, 0.275, 0.342, 0.313, 0.265, 0.232, 0.246, 0.298, 0.310, 0.300, 0.320, 0.321, 0.320, 0.292, 0.301, 0.345, 0.314, 0.335, 0.324, 0.304, 0.316, 0.340, 0.386, 0.250, 0.237, 0.309, 0.017, 0.329, 0.315, 0.339, 0.324, 0.392, 0.297, 0.278, 0.311, 0.313, 0.308, 0.304, -0.216, 0.301, 0.493, 0.295, 0.298], "spin_multiplicity": 1, "orbital_gap_ev": 9.47, "energy_ev": -94051.98298, "molar_mass_g_mol": 632.32}

---

No. 6
{"formula": "C4H5Be2F3N2NaO8", "method": "ωB97M-V with the def2-TZVPD basis set", "elements": ["Na", "F", "F", "F", "O", "O", "O", "O", "O", "O", "O", "O", "N", "N", "C", "C", "C", "C", "Be", "Be", "H", "H", "H", "H", "H"], "xyz": [[0.44114, 3.07746, -1.26534], [-2.60278, -3.15060, 0.18365], [-0.53857, -3.50148, -0.56285], [-0.87424, -3.69041, 1.58708], [0.72305, -0.84589, -2.71689], [4.65697, 1.57609, -2.09766], [2.79399, 2.54486, -1.90428], [-0.40098, 0.88614, -2.42007], [1.05532, 0.32338, -0.91971], [0.29381, -1.31616, 1.05801], [3.73847, 1.59811, -0.25770], [-1.90862, -0.68612, 0.67833], [0.48188, 0.08812, -2.00998], [3.72658, 1.97278, -1.43688], [-1.25500, -3.02495, 0.48454], [-1.69231, 0.77041, 2.74348], [-1.85172, 0.66275, 1.16161], [-0.82977, -1.55406, 0.77237], [-0.17397, 0.14664, -5.02827], [2.84335, -0.34341, 1.01429], [-2.57194, 0.35791, 3.23764], [-0.84361, 0.13915, 3.00677], [-0.90668, 1.05912, 0.79030], [-2.77595, 1.12036, 0.80876], [-1.52846, 1.78986, 3.09272]], "mulliken_charge": [0.945, -0.198, -0.230, -0.203, -0.672, -0.390, -0.599, -0.711, -0.440, -0.414, -0.548, -0.257, 1.268, 1.093, 0.810, -1.041, 0.060, 0.235, 1.509, 1.452, 0.339, 0.271, -0.065, 0.414, 0.371], "spin_multiplicity": 1, "charge": 3, "orbital_gap_ev": 2.73, "energy_ev": -36913.02837, "molar_mass_g_mol": 307.10}